Formula: C2H3F3NO
Source: the OMol25 dataset
Level of theory: ωB97M-V/def2-TZVPD

The geometry in ORCA input format:
```
! wB97M-V def2-TZVPD RIJCOSX def2/J DEFGRID3
* xyz -1 1
C -0.381 0.017 0.468
C 1.071 0.043 0.202
N -1.287 0.459 -0.475
O -2.542 0.497 -0.356
F 0.080 -2.001 -0.221
F 1.691 1.233 0.616
F 1.311 0.022 -1.140
H -0.768 -0.264 1.475
H 1.666 -0.572 0.911
H -0.840 0.567 -1.479
*
```

Results
- E_tot (eV) = -13810.722
- M (Da) = 114.046
- energy relative to the best compared isomer or geometry (same formula, charge and spin) (eV) = 0.998

Formula: C2H3FFeO
Source: the OMol25 dataset
Level of theory: ωB97M-V/def2-TZVPD

The geometry in ORCA input format:
```
! wB97M-V def2-TZVPD RIJCOSX def2/J DEFGRID3
* xyz 1 6
H 0.640 -1.256 -1.025
O 0.839 -0.685 -0.139
C -0.429 -0.520 0.500
C -1.147 -0.591 -0.792
Fe 2.487 0.404 0.105
H -0.494 0.474 0.968
H -0.678 -1.368 1.157
F -0.872 0.475 -1.505
*
```

Results
- E_tot (eV) = -41260.638
- M (Da) = 117.888
- expectation value of S² = 8.756
- energy relative to the best compared isomer or geometry (same formula, charge and spin) (eV) = 0.000

Formula: C2H3FHgO2P
Source: the OMol25 dataset
Level of theory: ωB97M-V/def2-TZVPD

The geometry in ORCA input format:
```
! wB97M-V def2-TZVPD RIJCOSX def2/J DEFGRID3
* xyz 0 2
P -1.569 0.404 0.573
F 0.699 0.646 -2.302
O -0.532 -1.128 0.818
C 0.294 -1.288 1.931
H 0.394 -2.356 2.198
H -0.085 -0.763 2.828
C 1.666 -0.769 1.619
O 1.916 -0.268 0.533
Hg 0.355 -0.317 -0.831
H 2.433 -0.804 2.412
*
```

Results
- E_tot (eV) = -22392.708
- M (Da) = 309.606
- expectation value of S² = 0.753

Formula: C2H3FI2
Source: the OMol25 dataset
Level of theory: ωB97M-V/def2-TZVPD

The geometry in ORCA input format:
```
! wB97M-V def2-TZVPD RIJCOSX def2/J DEFGRID3
* xyz 0 1
C 1.165 -1.243 0.000
C 2.044 -0.535 -0.674
F 2.276 -0.718 -1.972
I 3.239 0.996 0.145
H 0.594 -2.014 -0.487
H 1.000 -1.067 1.046
I -0.849 2.698 -0.156
H -2.111 3.534 -0.576
*
```

Results
- E_tot (eV) = -21040.223
- M (Da) = 299.852
- SMILES = C=C(F)I.I
- energy relative to the best compared isomer or geometry (same formula, charge and spin) (eV) = 0.386

Formula: C2H3FIO2S
Source: the OMol25 dataset
Level of theory: ωB97M-V/def2-TZVPD

The geometry in ORCA input format:
```
! wB97M-V def2-TZVPD RIJCOSX def2/J DEFGRID3
* xyz -1 1
C 1.328 -0.876 0.524
C -0.591 -0.127 -0.686
O -0.691 1.443 1.421
O -0.290 2.575 -0.673
F -0.471 -0.110 -2.015
S -1.160 1.632 0.034
I -2.003 -1.714 -0.183
H 1.132 0.110 1.055
H 1.944 -1.110 -0.356
H 0.801 -1.825 0.877
*
```

Results
- E_tot (eV) = -27868.857
- M (Da) = 237.013
- energy relative to the best compared isomer or geometry (same formula, charge and spin) (eV) = 3.276

Formula: C2H3FInO2
Source: the OMol25 dataset
Level of theory: ωB97M-V/def2-TZVPD

The geometry in ORCA input format:
```
! wB97M-V def2-TZVPD RIJCOSX def2/J DEFGRID3
* xyz 3 1
F -1.718 -1.767 0.759
H -2.135 -1.040 0.251
O -0.815 0.482 -0.647
C 0.116 -0.309 -0.478
C 1.305 0.268 0.314
O 1.302 1.473 0.469
In -0.355 2.553 -0.349
H 0.179 -1.282 -0.984
H 2.122 -0.379 0.664
*
```

Results
- E_tot (eV) = -14065.004
- M (Da) = 192.860

Formula: C2H3FLi2ORb
Source: the OMol25 dataset
Level of theory: ωB97M-V/def2-TZVPD

The geometry in ORCA input format:
```
! wB97M-V def2-TZVPD RIJCOSX def2/J DEFGRID3
* xyz 1 1
O -3.937 -0.697 1.965
C -5.002 0.044 2.222
C -6.181 -0.445 2.671
Rb -4.608 -2.848 0.360
Li 0.120 -1.605 3.021
F 1.590 -0.705 2.748
H -4.919 1.118 1.993
H -6.286 -1.489 2.987
H -7.040 0.214 2.794
Li 2.324 0.366 1.654
*
```

Results
- E_tot (eV) = -7948.890
- M (Da) = 161.393
- energy relative to the best compared isomer or geometry (same formula, charge and spin) (eV) = 0.000

Formula: C2H3FN4
Source: the OMol25 dataset
Level of theory: ωB97M-V/def2-TZVPD

The geometry in ORCA input format:
```
! wB97M-V def2-TZVPD RIJCOSX def2/J DEFGRID3
* xyz 0 1
C 2.093 -0.110 0.281
C -0.607 0.286 -0.262
N 2.848 0.013 1.136
N -1.193 1.383 -0.562
N -1.031 -0.443 0.835
N 0.516 -0.222 -1.038
F 0.455 -1.560 -1.333
H -0.754 1.914 -1.379
H -1.674 0.119 1.369
H -0.651 -1.380 0.952
*
```

Results
- E_tot (eV) = -10794.400
- M (Da) = 102.072
- energy relative to the best compared isomer or geometry (same formula, charge and spin) (eV) = 5.604

Formula: C2H3FN4
Source: the OMol25 dataset
Level of theory: ωB97M-V/def2-TZVPD

The geometry in ORCA input format:
```
! wB97M-V def2-TZVPD RIJCOSX def2/J DEFGRID3
* xyz 0 1
C 1.944 -0.471 0.213
C -0.034 -0.276 -0.088
N 0.836 -1.256 0.031
N 1.757 0.815 0.331
N 0.441 0.961 0.139
N -2.330 -0.082 -0.592
F -2.787 0.288 0.581
H 2.963 -0.846 0.200
H -0.004 1.898 0.018
H -2.787 -1.031 -0.833
*
```

Results
- E_tot (eV) = -10794.091
- M (Da) = 102.072
- energy relative to the best compared isomer or geometry (same formula, charge and spin) (eV) = 5.913

Formula: C2H3FO2Rb
Source: the OMol25 dataset
Level of theory: ωB97M-V/def2-TZVPD

The geometry in ORCA input format:
```
! wB97M-V def2-TZVPD RIJCOSX def2/J DEFGRID3
* xyz 0 2
C 0.856 0.967 -0.593
C 0.760 0.628 0.783
O 0.608 0.106 -1.467
F -3.798 -1.479 -1.381
H 1.427 1.881 -0.828
H 1.308 1.161 1.561
Rb -1.236 -2.223 -1.240
O 0.007 -0.412 1.113
H 0.069 -0.630 2.052
*
```

Results
- E_tot (eV) = -9588.632
- M (Da) = 163.510
- expectation value of S² = 0.763
- energy relative to the best compared isomer or geometry (same formula, charge and spin) (eV) = 0.000

Formula: C2H3FO3
Source: the OMol25 dataset
Level of theory: ωB97M-V/def2-TZVPD

The geometry in ORCA input format:
```
! wB97M-V def2-TZVPD RIJCOSX def2/J DEFGRID3
* xyz 0 1
C 0.245 0.398 0.272
C -1.504 -0.269 -0.402
O 0.483 1.436 0.746
O 2.370 -0.440 0.241
O 0.936 -0.635 -0.012
F -2.240 -0.361 0.726
H -1.084 -1.172 -0.921
H -1.620 0.609 -1.023
H 2.415 0.433 0.373
*
```

Results
- E_tot (eV) = -10977.622
- M (Da) = 94.041
- energy relative to the best compared isomer or geometry (same formula, charge and spin) (eV) = 5.078

Formula: C2H3FOS
Source: the OMol25 dataset
Level of theory: ωB97M-V/def2-TZVPD

The geometry in ORCA input format:
```
! wB97M-V def2-TZVPD RIJCOSX def2/J DEFGRID3
* xyz 0 1
O 1.166 1.210 0.038
C -0.017 0.477 0.339
S -1.212 0.992 1.222
C -0.193 -0.877 -0.314
F -1.324 -1.468 -0.303
H 0.940 2.055 0.386
H 0.140 -0.671 -1.261
H 0.501 -1.718 -0.108
*
```

Results
- E_tot (eV) = -17721.310
- M (Da) = 94.110
- SMILES = OC(=S)CF
- energy relative to the best compared isomer or geometry (same formula, charge and spin) (eV) = 1.540